The following is a DFT calculation (wB97M-V/def2-TZVPD) of a molecular structure, C5H8N2O in a non-equilibrium geometry.

E_LUMO ... 0.7 eV
Spin multiplicity ... 1

Geometry (Å):
1 C -0.697 1.949 -0.230
2 C 1.162 -0.106 -1.036
3 C 1.696 -0.846 -0.109
4 C 1.019 -0.997 1.010
5 C -0.468 -0.681 0.727
6 H -1.310 1.705 0.585
7 H 0.513 1.753 0.171
8 H -0.702 3.068 -0.977
9 H 1.594 1.009 -0.910
10 H 1.503 -0.398 -2.028
11 H 2.715 -0.942 -0.268
12 H 1.420 -1.286 2.042
13 H -1.347 -0.902 2.587
14 N -0.352 -0.421 -0.667
15 N -1.429 -0.519 1.483
16 O -1.023 0.832 -1.135



The following is a DFT calculation (wB97M-V/def2-TZVPD) of a single C5H8N2O molecule in a non-equilibrium geometry.

SMILES ... CNc1ccc(O)[nH]1
E_LUMO ... 0.9 eV
Spin multiplicity ... 1

Geometry (Å):
1 C -2.750 -0.389 0.632
2 C -0.631 0.160 -0.304
3 C -0.093 1.399 -0.069
4 C 1.354 1.231 0.166
5 C 1.532 -0.109 0.033
6 H -3.762 -0.591 0.303
7 H -2.367 -1.214 1.239
8 H -2.781 0.462 1.251
9 H -2.359 0.314 -1.285
10 H -0.621 2.338 -0.067
11 H 2.140 1.950 0.382
12 H 3.321 -0.513 0.636
13 H 0.102 -1.720 -0.531
14 N -1.945 -0.272 -0.579
15 N 0.327 -0.767 -0.181
16 O 2.648 -0.938 0.081



The following is a DFT calculation (wB97M-V/def2-TZVPD) of a single C5H8N2O molecule in a non-equilibrium geometry.

SMILES ... OC[C@H]1[C@@H]2N=CN[C@H]12
E_LUMO ... 0.7 eV
Spin multiplicity ... 1

Geometry (Å):
1 C 1.000 -0.036 -1.709
2 C 0.387 0.376 -0.397
3 C 0.087 -0.541 0.689
4 C -1.443 0.806 1.790
5 C -1.136 0.035 -0.186
6 H 1.786 -1.932 -1.767
7 H 2.042 0.374 -1.310
8 H 0.528 0.676 -2.477
9 H 0.755 1.406 -0.266
10 H 0.263 -1.671 0.708
11 H 0.357 0.345 2.674
12 H -1.744 1.496 2.610
13 H -1.511 -0.713 -0.928
14 N -0.378 -0.071 2.032
15 N -1.941 0.881 0.630
16 O 0.950 -1.431 -2.094



The following is a DFT calculation (wB97M-V/def2-TZVPD) of a molecular structure, C5H8N2O in a non-equilibrium geometry.

E_LUMO ... -0.1 eV
Spin multiplicity ... 1

Geometry (Å):
1 C 0.626 0.840 1.626
2 C -0.271 0.062 0.698
3 C -1.070 0.782 -0.269
4 C -0.908 -1.081 1.303
5 N -1.439 -1.976 1.793
6 H 1.186 1.576 1.053
7 H 0.011 1.360 2.364
8 H 1.321 0.176 2.135
9 H -1.961 0.275 -0.624
10 H -1.207 1.833 -0.027
11 N 0.499 -0.135 -2.226
12 C 0.947 -1.060 -1.431
13 O 1.079 -0.882 -0.167
14 H -0.366 0.760 -1.275
15 H 0.293 -0.475 -3.161
16 H 1.259 -2.053 -1.792



no.,HOMO level (eV)
1,-9.422
2,-7.640
3,-8.522
4,-9.333